(1)
61
Properties=species:S:1:pos:R:3 method="wB97M-V/def2-TZVPD" gap_ev=3.12 total_charge=-1 mol_weight_g_mol=631.3 spin_multiplicity=1
C -3.056 2.312 3.695
C -4.241 1.654 4.242
Br -4.042 -0.380 4.304
C -5.522 2.031 3.470
C -6.295 3.084 4.248
Br -6.826 0.566 3.071
H -3.127 2.455 2.614
H -2.939 3.299 4.148
H -4.347 1.964 5.274
H -5.244 2.437 2.511
H -5.639 3.938 4.386
H -6.611 2.681 5.203
H -7.178 3.384 3.694
C -1.952 1.348 0.457
C -1.130 0.529 1.220
C 0.219 0.813 1.333
C 0.755 1.913 0.677
C -0.073 2.729 -0.106
C -1.428 2.443 -0.204
C 0.474 3.889 -0.853
O -0.228 4.608 -1.535
C 1.946 4.148 -0.756
C 2.496 5.195 -1.484
C 3.852 5.456 -1.403
C 4.666 4.674 -0.589
C 4.123 3.628 0.134
C 2.764 3.357 0.050
C 2.203 2.203 0.821
O 2.930 1.525 1.517
H -3.009 1.129 0.387
H -1.552 -0.324 1.734
H 0.861 0.184 1.933
H -2.061 3.086 -0.799
H 1.851 5.796 -2.109
H 4.279 6.270 -1.973
H 5.726 4.883 -0.523
H 4.742 3.010 0.769
C 1.997 -0.695 -3.052
C 2.047 -0.592 -1.667
C 1.882 -1.716 -0.878
C 1.657 -2.950 -1.471
C 1.588 -3.052 -2.865
C 1.766 -1.921 -3.650
C 1.309 -4.355 -3.530
O 1.259 -4.451 -4.738
C 1.088 -5.548 -2.658
C 0.777 -6.766 -3.248
C 0.579 -7.884 -2.460
C 0.697 -7.794 -1.077
C 1.004 -6.583 -0.484
C 1.194 -5.455 -1.270
C 1.499 -4.152 -0.603
O 1.613 -4.083 0.599
H 2.132 0.187 -3.664
H 2.216 0.367 -1.200
H 1.925 -1.640 0.200
H 1.718 -2.014 -4.726
H 0.691 -6.822 -4.324
H 0.332 -8.831 -2.921
H 0.546 -8.671 -0.462
H 1.094 -6.496 0.590

(2)
86
Properties=species:S:1:pos:R:3 method="wB97M-V/def2-TZVPD" gap_ev=8.37 e_above_lowest_kcal_mol=7.6 mol_weight_g_mol=1243.2 spin_multiplicity=1
Ca 0.355 0.767 0.817
N 0.944 0.041 3.081
C 2.021 0.875 3.652
C 1.642 2.341 3.500
N 1.398 2.702 2.093
C 2.563 3.221 1.349
C 3.049 2.257 0.274
N 1.917 1.887 -0.602
H 0.120 0.057 3.677
H 1.238 -0.926 2.983
H 2.939 0.660 3.100
H 2.219 0.656 4.704
H 2.412 2.977 3.949
H 0.713 2.512 4.045
H 0.645 3.380 2.045
H 3.386 3.451 2.032
H 2.275 4.159 0.875
H 3.428 1.340 0.732
H 3.871 2.719 -0.277
H 2.212 1.170 -1.260
H 1.598 2.685 -1.145
C -3.187 2.888 5.017
Se -2.199 2.376 3.435
C -3.683 1.506 2.506
C -3.714 -0.004 2.691
Se -2.275 -0.898 1.740
C -2.084 -2.388 2.958
H -2.495 3.395 5.685
H -3.587 2.010 5.519
H -3.990 3.571 4.749
H -3.617 1.794 1.462
H -4.587 1.938 2.939
H -4.647 -0.432 2.326
H -3.599 -0.264 3.743
H -2.988 -2.993 2.970
H -1.868 -2.019 3.960
H -1.252 -2.998 2.606
F 1.125 -5.944 -1.438
C 2.038 -5.220 -2.104
C 1.946 -3.843 -2.181
C 2.923 -3.213 -2.935
F 2.923 -1.878 -3.092
C 3.945 -3.897 -3.566
F 4.869 -3.252 -4.280
C 4.005 -5.273 -3.450
F 4.982 -5.952 -4.048
C 3.044 -5.941 -2.719
F 3.094 -7.270 -2.620
Ge 0.684 -2.695 -1.198
S 1.728 -1.524 0.256
C -0.227 -1.758 -2.665
C -0.424 -0.394 -2.738
F -0.021 0.435 -1.751
C -1.032 0.231 -3.810
F -1.179 1.552 -3.846
C -1.486 -0.537 -4.863
F -2.075 0.044 -5.904
C -1.328 -1.909 -4.828
F -1.782 -2.650 -5.839
C -0.706 -2.488 -3.740
F -0.613 -3.827 -3.749
C -0.677 -3.790 -0.314
C -0.265 -4.665 0.684
F 1.029 -4.785 0.998
C -1.140 -5.467 1.390
F -0.701 -6.304 2.332
C -2.492 -5.397 1.110
F -3.353 -6.163 1.780
C -2.947 -4.531 0.138
F -4.253 -4.460 -0.125
C -2.040 -3.744 -0.553
F -2.568 -2.918 -1.469
F 1.890 6.867 -3.959
C 1.181 6.299 -2.985
C 1.495 6.555 -1.664
F 2.514 7.363 -1.365
C 0.751 5.957 -0.665
F 1.099 6.247 0.600
C -0.308 5.102 -0.942
Se -1.344 4.366 0.488
C -0.622 4.893 -2.275
F -1.669 4.153 -2.624
C 0.122 5.467 -3.294
F -0.194 5.242 -4.567
O -1.490 1.743 0.742
O -1.628 2.759 -0.285